Below is a 2-piece molecular cluster, C28H58Cl2N3O5S overall, with properties calculated with ωB97M-V with the def2-TZVPD basis set.

Computed properties:
Charge ... +1

```
97
Properties=species:S:1:pos:R:3:forces:R:3
C 1.020659 2.184534 -3.176375 0.1 -0.1 -0.1
C 0.909001 2.403618 -1.877284 -0.4 -0.1 0.0
C 1.311493 1.497664 -0.705059 -0.2 0.3 0.1
C 2.811894 1.148790 -0.893657 0.1 -0.1 -0.1
C 3.346602 0.473042 -2.170224 0.2 0.1 0.0
C 4.734081 -0.144131 -1.918663 -0.2 -0.2 0.1
Cl 5.999411 0.584117 -2.941725 0.1 0.1 0.0
C 1.225322 2.452940 0.559130 0.1 -0.2 0.1
C 2.305607 2.286166 1.656231 0.2 0.2 0.1
N 3.544290 3.032157 1.434044 -0.1 -0.1 0.0
C -0.120227 2.503923 1.318354 0.1 0.4 -0.1
C -0.509791 3.966019 1.635424 -0.1 0.0 0.0
O 0.275376 4.529063 2.637042 0.0 0.1 -0.1
C -0.116923 4.182614 3.956015 0.1 0.0 0.1
N -1.355793 1.861984 0.707352 0.1 -0.1 0.7
C -2.178328 1.328608 1.869419 -0.2 0.1 0.3
C -3.628832 1.005200 1.556272 0.1 -0.4 0.1
C -4.219519 0.060826 2.614051 -0.1 -0.1 -0.2
C -5.481160 -0.621784 2.085122 0.1 0.2 -0.2
C -1.175201 0.788365 -0.348749 -0.2 -0.4 -0.2
C -1.975861 1.091492 -1.644278 -0.1 0.2 -0.1
C -3.094916 2.146402 -1.592413 0.2 0.3 0.0
C -2.639879 3.600954 -1.861506 -0.3 -0.2 0.3
S -2.601267 3.907051 -3.626284 0.0 -0.2 -0.1
O -2.128656 2.727001 -4.279386 0.0 0.1 0.1
O -3.851850 4.480413 -3.989372 0.2 0.0 -0.1
O -1.498998 5.043831 -3.772955 -0.1 0.2 0.1
C 0.311934 0.308371 -0.482918 0.1 0.2 0.0
Cl 0.230246 -0.800029 -1.905635 0.1 0.0 -0.1
C 0.560895 -0.611131 0.744315 0.0 0.0 0.1
C 1.875711 -1.332444 1.055359 0.1 -0.2 0.1
C 2.467043 -2.279310 0.014758 0.0 -0.3 0.3
C 3.819445 -2.811782 0.495298 -0.2 0.0 -0.1
N 4.481878 -3.584516 -0.563452 0.3 0.0 0.3
H 1.343465 1.237169 -3.577735 0.1 0.0 -0.1
H 0.778600 2.958284 -3.891916 -0.2 0.0 0.0
H 0.496751 3.368472 -1.586548 0.1 0.1 0.1
H 3.332432 2.108362 -0.861113 0.0 0.0 0.1
H 3.187069 0.600200 -0.035640 -0.2 -0.1 0.1
H 2.692884 -0.294095 -2.568268 -0.1 -0.1 0.0
H 3.478143 1.225924 -2.945244 -0.1 0.0 0.0
H 5.052615 -0.018851 -0.884637 0.0 0.1 0.0
H 4.735156 -1.210063 -2.136244 0.0 0.0 0.0
H 1.397720 3.455353 0.159762 0.0 0.0 0.0
H 1.883295 2.628619 2.602972 0.0 0.0 -0.1
H 2.541282 1.233573 1.800562 -0.1 -0.1 0.0
H 3.552724 3.541516 0.562760 0.0 0.0 0.0
H 3.712339 3.691861 2.179913 0.0 0.0 0.0
H 0.021047 2.000589 2.273522 -0.1 -0.2 -0.1
H -1.577866 4.026770 1.905233 0.0 0.0 0.1
H -0.368407 4.578499 0.738986 0.0 0.0 0.0
H -1.197374 4.301294 4.084023 0.0 0.0 0.0
H 0.396910 4.864760 4.628628 0.0 0.0 0.0
H 0.182033 3.161016 4.218054 -0.1 0.0 0.0
H -1.922388 2.618659 0.324428 0.1 -0.1 -0.3
H -1.667361 0.437575 2.231633 0.1 0.0 -0.2
H -2.120426 2.077665 2.660148 0.0 0.0 0.0
H -4.230156 1.916153 1.515348 0.0 0.0 -0.2
H -3.691753 0.477892 0.599785 -0.1 0.1 0.0
H -3.476454 -0.712614 2.829910 0.0 0.1 0.2
H -4.445109 0.606572 3.531310 0.1 0.0 0.0
H -6.126107 0.098684 1.576020 -0.1 0.0 0.1
H -6.051700 -1.094755 2.880915 0.0 0.0 0.0
H -5.213198 -1.377238 1.343592 -0.1 0.0 0.1
H -1.667992 -0.075778 0.096285 0.0 0.0 0.0
H -1.333712 1.372378 -2.466906 0.2 0.0 0.0
H -2.416855 0.143991 -1.948806 0.0 0.0 0.1
H -3.816642 1.895224 -2.370358 -0.1 -0.1 0.1
H -3.654403 2.152972 -0.656247 0.0 -0.1 -0.1
H -1.682733 3.843481 -1.394697 0.1 -0.1 -0.2
H -3.378005 4.306169 -1.476547 0.0 0.0 -0.1
H -0.893802 5.074106 -3.020349 0.1 -0.1 -0.2
H 0.292893 -0.050364 1.647578 0.1 0.1 0.0
H -0.199644 -1.394867 0.661570 0.0 0.0 0.0
H 1.636803 -1.954216 1.927553 0.0 0.1 0.0
H 2.648813 -0.662404 1.430625 0.0 0.2 -0.2
H 1.801309 -3.142758 -0.090276 -0.1 0.1 -0.3
H 2.588091 -1.835183 -0.968269 0.0 0.1 0.0
H 3.642432 -3.418872 1.390204 0.1 0.0 0.0
H 4.451082 -1.976840 0.816151 0.0 0.0 -0.1
H 4.504548 -4.566889 -0.319629 -0.2 0.0 -0.1
H 5.457215 -3.317865 -0.627050 0.0 0.0 -0.1
C -2.097809 -5.588866 -1.141029 0.0 0.0 0.1
C -0.592746 -5.569992 -1.344545 0.0 0.0 -0.1
O 0.153895 -5.450795 -0.144458 0.0 0.1 0.0
C -0.022474 -6.495596 0.800739 0.0 0.0 0.1
C 0.349404 -7.873628 0.284130 0.0 0.0 -0.1
H -2.424961 -4.688669 -0.617036 0.0 0.0 0.0
H -2.601260 -5.631837 -2.107085 0.0 0.0 0.0
H -2.424175 -6.452548 -0.561143 0.0 0.0 0.0
H -0.313620 -4.698084 -1.937740 0.0 0.0 0.0
H -0.272679 -6.451479 -1.909352 0.0 0.0 0.0
H -1.048471 -6.496453 1.186047 0.0 0.0 0.0
H 0.628286 -6.227305 1.633657 0.0 0.0 0.0
H -0.288002 -8.190005 -0.541792 0.0 0.0 0.0
H 0.242026 -8.607737 1.082814 0.0 0.0 0.0
H 1.383335 -7.887153 -0.062445 0.0 0.0 0.0
```
Positions in Å, forces in eV/Å.


Below is a 4-piece molecular cluster, C28H58N4O12PS overall at a distorted geometry, with properties calculated with ωB97M-V with the def2-TZVPD basis set.

Computed properties:
Charge ... +1

```
104
Properties=species:S:1:pos:R:3:forces:R:3
C 0.569995 -0.347739 -5.209467 0.2 -0.1 0.1
C 1.486748 0.679390 -4.557834 -0.4 -0.3 0.2
N 0.879360 2.010702 -4.362509 0.6 0.1 -0.4
C 0.998501 2.893608 -5.505972 -0.2 -0.3 0.0
C -0.304696 2.898109 -6.322214 0.4 -0.1 0.1
N -1.433389 3.037589 -5.393381 -0.3 -0.2 -0.4
C -1.940701 4.230233 -5.106986 -0.2 0.3 0.3
C -2.932186 4.373641 -4.158971 0.2 -0.3 0.1
C -3.350447 3.217464 -3.517821 -0.4 0.5 0.1
O -4.270169 3.206198 -2.555194 0.1 -0.9 -0.5
N -3.866116 4.203832 -1.382944 0.5 0.8 0.6
O -3.880858 3.649070 -0.411764 -0.3 0.0 0.0
C -2.778255 1.995748 -3.922909 -0.2 -0.3 0.5
P -3.256494 0.342356 -3.226002 0.1 -0.8 -1.1
S -3.611350 -0.931045 -4.631814 -0.1 0.2 0.1
N -1.848731 1.912128 -4.837667 0.0 0.5 -0.2
C 1.283351 2.584731 -3.105911 0.3 0.2 -0.8
C 2.620180 3.258880 -3.022611 -0.2 -0.2 -0.1
O 0.543898 2.498766 -2.179653 -0.8 -0.1 1.1
H 0.908553 -1.341759 -4.929672 0.1 -0.1 0.0
H 0.606830 -0.309162 -6.294654 -0.2 0.1 -0.2
H -0.446792 -0.256625 -4.851367 -0.2 0.1 -0.1
H 2.408020 0.746997 -5.140398 0.2 0.2 0.1
H 1.732554 0.298891 -3.569912 0.2 0.0 0.2
H 1.191928 3.919279 -5.202343 0.1 0.1 0.2
H 1.810314 2.583989 -6.166190 0.1 0.1 -0.2
H -0.306320 3.730755 -7.015482 -0.2 0.1 -0.1
H -0.427346 1.976604 -6.875685 -0.2 -0.2 0.1
H -1.545608 5.081576 -5.635341 0.1 0.0 -0.2
H -3.329747 5.342554 -3.912565 -0.1 0.1 0.0
H -2.123854 0.052163 -2.453483 0.0 0.2 0.3
H -4.306185 0.584649 -2.340822 0.1 0.3 0.2
H 2.856423 3.422260 -1.980118 0.2 0.1 0.1
H 3.365675 2.632287 -3.503535 0.2 0.0 0.0
H 2.579462 4.205785 -3.552239 0.1 0.2 0.0
C -1.460600 -8.805679 -1.181967 0.0 0.0 -0.1
O -2.403679 -8.112666 -1.966805 0.0 0.2 0.1
C -3.733474 -8.358873 -1.544096 0.1 0.0 -0.2
C -4.669489 -7.301687 -2.080316 -0.1 0.0 0.0
O -4.647675 -6.086771 -1.344691 0.0 0.0 0.0
C -3.540072 -5.229509 -1.556453 0.0 0.1 0.1
C -3.599325 -4.461235 -2.857098 0.2 -0.1 -0.1
O -3.167772 -5.266826 -3.937205 -0.1 -0.1 0.0
C -3.588650 -4.763421 -5.184206 0.1 -0.1 0.0
H -1.618735 -9.889080 -1.232418 0.0 0.0 0.0
H -0.472789 -8.575414 -1.575303 0.0 0.0 0.0
H -1.507828 -8.484319 -0.134709 0.0 -0.1 0.0
H -3.786234 -8.364818 -0.448633 0.0 0.0 0.0
H -4.049891 -9.341533 -1.920647 -0.1 0.0 0.1
H -5.688112 -7.678141 -1.971189 0.0 0.0 0.0
H -4.487436 -7.125995 -3.142376 0.1 0.0 0.0
H -2.594794 -5.769615 -1.468718 0.0 0.0 -0.1
H -3.589291 -4.502320 -0.742313 0.0 0.0 0.0
H -2.940074 -3.582988 -2.788385 -0.1 0.1 0.0
H -4.627254 -4.116488 -3.026936 0.0 0.0 0.0
H -4.682844 -4.748389 -5.253078 0.0 0.1 0.0
H -3.199503 -5.427185 -5.953416 0.0 0.0 0.0
H -3.199417 -3.753523 -5.354858 0.0 0.0 0.0
C 3.245623 4.650579 5.872358 0.0 0.0 0.0
O 2.994175 4.849439 4.498627 -0.1 -0.1 0.0
C 4.088017 4.449751 3.694844 -0.1 0.2 0.1
C 3.634646 4.207803 2.274738 0.1 0.0 -0.1
O 3.008174 2.945641 2.087582 -0.1 0.0 -0.1
C 1.676035 2.809880 2.560327 0.1 -0.2 0.0
C 0.645564 3.463509 1.671574 -0.1 0.1 0.1
O 0.579825 4.859811 1.913017 0.1 0.0 -0.1
C -0.030936 5.552705 0.857021 0.0 0.0 0.1
H 4.114259 5.224268 6.214531 0.0 0.0 0.0
H 2.366559 4.979397 6.422537 0.0 0.0 0.0
H 3.414144 3.587559 6.070054 0.1 0.0 0.1
H 4.530630 3.525731 4.087544 0.1 0.0 0.0
H 4.849839 5.241677 3.707738 0.1 -0.1 0.0
H 4.525150 4.177475 1.643408 0.0 0.0 0.0
H 3.000189 5.025646 1.925935 -0.1 0.0 0.1
H 1.580670 3.162643 3.588976 0.0 0.1 0.0
H 1.482198 1.735164 2.555259 0.0 0.0 0.0
H -0.341913 3.026563 1.881287 0.0 -0.1 -0.1
H 0.901857 3.273044 0.621357 0.0 0.0 0.0
H 0.541006 5.438797 -0.073635 -0.1 0.0 0.0
H -0.059373 6.606854 1.125066 0.0 0.0 0.0
H -1.059019 5.201010 0.691123 0.0 0.0 0.0
C 0.205179 1.491826 6.220159 0.0 0.0 -0.1
O 1.101552 0.508747 5.756224 0.0 -0.1 0.2
C 2.452148 0.903474 5.924516 -0.2 0.0 -0.2
C 3.379129 -0.287669 5.859588 0.1 0.0 0.0
O 3.445809 -1.027813 7.065602 0.0 0.0 0.0
C 2.352223 -1.885338 7.355199 0.0 0.0 0.1
C 2.346872 -3.163135 6.549596 -0.2 0.0 -0.1
O 1.820182 -2.939131 5.252219 0.2 0.1 0.0
C 2.169294 -3.967594 4.355695 -0.1 0.0 0.0
H 0.336898 2.439195 5.681506 0.0 0.0 0.0
H -0.804535 1.124639 6.048069 0.0 0.0 0.0
H 0.336962 1.669389 7.293810 0.0 0.1 0.0
H 2.579546 1.406730 6.891173 0.0 0.0 0.0
H 2.706678 1.606194 5.117076 0.1 0.0 0.1
H 4.391053 0.093415 5.705675 0.0 0.0 0.0
H 3.128305 -0.927741 5.010845 -0.1 0.0 0.0
H 1.399221 -1.361450 7.257056 0.0 0.0 -0.1
H 2.479727 -2.158241 8.404207 0.0 0.0 0.0
H 1.720840 -3.907298 7.061260 0.1 0.0 0.0
H 3.370819 -3.549935 6.480474 0.0 0.0 0.0
H 3.256594 -4.026560 4.227383 0.0 -0.1 0.0
H 1.715210 -3.734458 3.394623 0.0 0.0 0.0
H 1.795364 -4.939625 4.698023 0.0 0.0 0.0
```
Positions in Å, forces in eV/Å.


Below is the molecule C28H58O, with properties calculated with ωB97M-V with the def2-TZVPD basis set.

Computed properties:
Energy relative to the best compared isomer or geometry (same formula, charge and spin) ... 1.8 kcal/mol

```
87
Properties=species:S:1:pos:R:3:forces:R:3
C -1.077176 -0.625514 3.142765 0.2 0.1 -0.1
H -0.856233 0.127199 3.896413 -0.1 0.0 0.1
C -0.037371 -0.592743 2.029304 -0.2 -0.3 0.0
C -0.318892 -1.655772 0.969084 0.2 0.3 -0.1
C 0.546955 -1.517910 -0.284075 0.1 0.0 0.1
C 2.052719 -1.653466 -0.052669 -0.2 -0.2 -0.1
C 2.470729 -3.031523 0.459563 0.2 0.3 0.1
C 3.991587 -3.183994 0.551816 -0.2 -0.1 -0.3
C 4.647593 -3.416702 -0.808593 0.2 0.0 0.2
C 6.178311 -3.419485 -0.764994 -0.1 0.1 0.0
C 6.812146 -2.135920 -0.219877 -0.2 -0.1 -0.3
C 6.333223 -0.874112 -0.932554 0.3 0.0 0.4
C 6.934835 0.398719 -0.336533 -0.1 0.1 -0.3
C 6.172791 1.654789 -0.767978 0.0 -0.2 0.3
C 4.827985 1.783565 -0.054735 0.1 0.3 -0.4
C 3.981151 2.942049 -0.575105 -0.1 -0.3 0.3
C 2.600137 2.944065 0.076232 0.1 0.3 -0.4
C 1.701113 4.060732 -0.449261 -0.1 -0.1 0.4
C 0.305547 4.034712 0.177777 0.1 -0.1 -0.4
C -0.563152 2.894432 -0.349599 -0.1 0.3 0.4
C -1.886927 2.782184 0.402162 0.1 -0.3 -0.4
C -2.725231 1.606826 -0.095115 -0.2 0.3 0.3
C -4.020611 1.454541 0.699079 0.1 -0.3 -0.1
C -4.787385 0.171145 0.376387 -0.1 0.4 -0.1
C -5.358987 0.153005 -1.039289 0.1 -0.3 0.1
H -6.022390 1.009562 -1.171932 0.0 0.1 -0.1
C -6.107746 -1.139113 -1.372855 0.0 0.1 0.1
H -6.395070 -1.107821 -2.427428 0.0 -0.1 0.0
C -7.357868 -1.398503 -0.532215 0.0 0.1 -0.3
C -8.425645 -0.316204 -0.679621 -0.1 -0.5 0.3
C -9.746869 -0.744957 -0.038979 0.1 0.6 0.0
H -10.464698 0.088677 -0.080805 0.1 -0.1 0.1
O -10.301354 -1.893977 -0.634401 -0.1 -0.4 -0.3
H -10.400303 -1.730830 -1.579337 0.0 0.0 0.1
H -9.588916 -1.010693 1.008868 0.0 0.1 0.0
H -8.100428 0.610428 -0.205646 0.0 0.1 0.0
H -8.593780 -0.111917 -1.741771 0.0 0.1 -0.1
H -7.087849 -1.495183 0.520234 0.0 -0.1 0.1
H -7.791697 -2.352080 -0.842651 0.0 0.0 0.1
H -5.424578 -1.982407 -1.245021 0.1 0.0 -0.1
H -4.541593 0.258047 -1.755197 0.0 0.1 -0.1
H -5.602979 0.071637 1.094976 0.0 -0.1 0.1
H -4.124281 -0.687898 0.506970 0.0 -0.1 0.1
H -3.775654 1.452868 1.764691 0.0 0.1 0.0
H -4.664652 2.317551 0.513709 0.0 0.1 0.1
H -2.141281 0.688543 -0.004275 0.1 -0.1 -0.1
H -2.950713 1.753725 -1.152773 0.0 -0.1 -0.1
H -2.453135 3.709576 0.287598 0.0 0.1 0.1
H -1.682522 2.651102 1.467932 0.0 0.0 0.1
H -0.758960 3.051131 -1.413086 0.0 0.0 -0.1
H -0.025670 1.949566 -0.251545 0.0 -0.1 -0.1
H -0.198431 4.982618 -0.025319 -0.1 0.0 0.1
H 0.404614 3.941556 1.262114 0.0 0.0 0.1
H 1.610888 3.975739 -1.534780 0.0 0.1 -0.1
H 2.172576 5.022217 -0.232154 0.1 0.0 -0.1
H 2.129783 1.976628 -0.109940 0.0 -0.1 0.1
H 2.711717 3.053332 1.157845 0.0 -0.1 0.1
H 4.486382 3.890070 -0.377052 0.0 0.1 -0.1
H 3.867515 2.848123 -1.657922 0.0 0.0 -0.1
H 4.257772 0.861640 -0.182489 -0.1 -0.1 0.1
H 5.001443 1.915034 1.016168 0.0 -0.1 0.1
H 6.011766 1.623901 -1.848176 0.0 0.1 -0.1
H 6.775828 2.539080 -0.549711 0.0 0.1 -0.1
H 7.980716 0.481566 -0.639995 0.1 0.0 0.1
H 6.914823 0.332762 0.754207 0.1 0.0 0.1
H 6.583385 -0.934480 -1.994232 -0.1 0.0 -0.1
H 5.249295 -0.817085 -0.850737 -0.1 0.0 -0.1
H 7.897611 -2.217457 -0.318859 0.0 0.0 0.1
H 6.593657 -2.046930 0.846277 0.1 0.0 0.1
H 6.545620 -3.590360 -1.780231 0.1 -0.1 0.0
H 6.515014 -4.257134 -0.148888 0.0 -0.1 -0.1
H 4.315421 -4.383560 -1.196143 -0.1 0.0 -0.1
H 4.311841 -2.658697 -1.516625 -0.1 0.0 -0.1
H 4.232168 -4.027710 1.203167 0.1 0.0 0.1
H 4.399359 -2.284372 1.014465 0.1 0.1 0.1
H 2.044241 -3.185136 1.452372 -0.1 -0.1 0.0
H 2.066035 -3.803438 -0.199413 -0.1 -0.1 0.0
H 2.551836 -1.457617 -1.004652 0.1 0.1 0.0
H 2.385889 -0.890880 0.654594 0.1 0.1 0.0
H 0.353303 -0.540445 -0.735688 -0.1 0.0 -0.1
H 0.235066 -2.276887 -1.006477 0.0 0.0 -0.1
H -0.185339 -2.647475 1.404776 -0.1 -0.1 0.0
H -1.366612 -1.577449 0.664866 -0.1 -0.1 0.0
H 0.952335 -0.753260 2.460214 0.1 0.1 0.0
H -0.041741 0.395052 1.563701 0.1 0.1 -0.1
H -2.070232 -0.430020 2.743383 -0.2 0.0 0.0
H -1.089776 -1.600542 3.625662 -0.1 -0.1 0.1
```
Positions in Å, forces in eV/Å.


HOMO energy? In order: -0.4199 -0.3850 -0.3738 Eh.
Molecular weight? In order: 619.8 705.8 410.8 g mol⁻¹.
LUMO energy? In order: -0.0894 -0.1714 0.0343 Ha.